{"formula": "C41H40N2O3", "method": "ωB97M-V with the def2-TZVPD basis set", "de_lowest_ev": 0.0000, "total_energy_ha": -1921.34523, "e_homo_ev": -8.98, "smiles": "NCc1ccc2c(c1CC=O)C(=O)NC2=O.c1ccccc1.c1ccccc1.c1ccccc1.c1ccccc1.c1ccccc1", "elements": ["N", "C", "C", "C", "C", "C", "C", "C", "C", "C", "O", "C", "O", "N", "C", "O", "H", "H", "H", "H", "H", "H", "H", "H", "H", "H", "C", "C", "C", "C", "C", "C", "H", "H", "H", "H", "H", "H", "C", "C", "C", "C", "C", "C", "H", "H", "H", "H", "H", "H", "C", "C", "C", "C", "C", "C", "H", "H", "H", "H", "H", "H", "C", "C", "C", "C", "C", "C", "H", "H", "H", "H", "H", "H", "C", "C", "C", "C", "C", "C", "H", "H", "H", "H", "H", "H"], "positions_angstrom": [[-1.2652, 3.3107, 1.9606], [-0.5702, 3.2356, 0.6364], [0.5034, 2.0424, 0.4792], [0.3752, 1.1764, -0.8273], [1.4011, 0.0196, -1.1202], [2.4800, -0.2245, -0.0431], [2.6495, 0.5966, 1.2631], [1.6503, 1.7751, 1.5411], [1.8714, 2.6374, 2.8614], [3.0526, 3.6994, 2.5245], [3.5574, 4.4671, 3.3721], [3.8859, 0.0220, 2.0820], [4.6313, 0.5516, 2.9222], [3.9718, -1.3650, 1.5243], [3.6573, -1.2910, 0.0693], [4.1909, -1.8711, -0.8933], [-0.8205, 4.1156, 2.4469], [-2.2402, 3.6439, 1.8154], [-1.3998, 3.0879, -0.1528], [-0.0993, 4.2551, 0.4091], [-0.4547, 1.4067, -1.5879], [1.3816, -0.6244, -2.0541], [0.9378, 3.1409, 3.2709], [2.2724, 1.9286, 3.6815], [3.4338, 3.7373, 1.4326], [3.3208, -2.0353, 1.9770], [-2.4319, -0.6799, 3.2898], [-2.5221, -1.9183, 3.9183], [-1.3641, -2.5818, 4.3141], [-0.1194, -1.9998, 4.0879], [-0.0380, -0.7592, 3.4625], [-1.1867, -0.1056, 3.0623], [-3.3326, -0.1621, 2.9772], [-3.4937, -2.3667, 4.0985], [-1.4310, -3.5503, 4.7979], [0.7848, -2.5132, 4.3985], [0.9271, -0.2978, 3.2809], [-1.1189, 0.8587, 2.5695], [0.5058, 0.1168, -6.2626], [1.2903, -0.3906, -5.2317], [1.6037, -1.7458, -5.1965], [1.1399, -2.5927, -6.1988], [0.3585, -2.0847, -7.2318], [0.0376, -0.7310, -7.2618], [0.2590, 1.1729, -6.2878], [1.6577, 0.2714, -4.4538], [2.2101, -2.1423, -4.3888], [1.3881, -3.6484, -6.1743], [-0.0016, -2.7448, -8.0140], [-0.5761, -0.3365, -8.0643], [-4.5417, 1.2396, -1.0093], [-3.7670, 0.7345, 0.0306], [-3.4565, -0.6209, 0.0732], [-3.9125, -1.4708, -0.9304], [-4.6841, -0.9652, -1.9724], [-5.0026, 0.3891, -2.0100], [-4.7866, 2.2964, -1.0401], [-3.4051, 1.3985, 0.8101], [-2.8585, -1.0144, 0.8866], [-3.6662, -2.5268, -0.8999], [-5.0383, -1.6275, -2.7556], [-5.6087, 0.7819, -2.8193], [8.1703, -1.8124, -2.2379], [9.4613, -2.2851, -2.4530], [9.9273, -3.3862, -1.7416], [9.0983, -4.0211, -0.8214], [7.8061, -3.5505, -0.6091], [7.3428, -2.4438, -1.3137], [7.8085, -0.9517, -2.7904], [10.1053, -1.7942, -3.1755], [10.9361, -3.7505, -1.9047], [9.4599, -4.8827, -0.2701], [7.1593, -4.0466, 0.1073], [6.3369, -2.0742, -1.1435], [-6.9278, 1.6674, 3.7539], [-7.9492, 2.6110, 3.8054], [-8.5022, 3.1037, 2.6275], [-8.0401, 2.6451, 1.3972], [-7.0212, 1.6989, 1.3460], [-6.4620, 1.2130, 2.5237], [-6.4945, 1.2858, 4.6725], [-8.3140, 2.9633, 4.7646], [-9.2939, 3.8441, 2.6679], [-8.4745, 3.0256, 0.4788], [-6.6623, 1.3403, 0.3878], [-5.6640, 0.4792, 2.4828]]}